Entry from the OMol25 dataset: C11H13ClSi in the gas phase in a non-equilibrium geometry (wB97M-V/def2-TZVPD).

The geometry in ORCA input format:
```
! RIJCOSX wB97M-V def2-TZVPD def2/J DEFGRID3
* xyz 0 3
C 1.133 1.438 1.881
C 1.807 0.437 1.296
C -0.115 1.933 1.352
C 1.339 -0.298 0.070
C -0.613 1.443 0.214
C 0.185 0.342 -0.539
C -1.762 1.742 -0.539
C -1.661 1.073 -1.702
C -0.533 0.162 -1.678
C -2.560 1.175 -2.909
C 1.931 -2.935 1.816
Si 0.613 -1.983 0.724
Cl 0.313 -3.145 -0.846
H 1.369 1.965 2.706
H 2.675 0.143 1.670
H -0.439 2.705 1.974
H 2.017 -0.493 -0.695
H -2.434 2.400 -0.133
H -0.405 -0.501 -2.458
H -2.694 2.104 -3.310
H -3.653 0.788 -2.624
H -2.178 0.602 -3.639
H 1.537 -3.779 2.186
H 2.794 -3.175 1.164
H 2.146 -2.434 2.700
H -0.812 -1.709 1.317
*
```

Values from the calculation:
HOMO (alpha / beta) = -5.53 / -7.94 eV
Total energy = -1176.5125 a.u.
Largest force on an atom = 6.61 eV/A
Energy relative to the best compared isomer or geometry (same formula, charge and spin) = 0.000 eV